Record 1
Here is 2 unconnected molecules or ions with the total composition C3H10N2O3 in a non-equilibrium geometry from OMol25. Energies are from ωB97M-V/def2-TZVPD.

Each line ends with the natural charge from an NBO analysis.
Atoms and positions in Å:
N1 -0.60716 0.72445 -0.68928  -0.8740
C1 0.05891 0.13237 0.49223  -0.1785
C2 -0.02047 -1.39166 0.45374  -0.0728
O1 0.56574 -1.92176 -0.73957  -0.7268
C3 -0.58820 0.61844 1.81843  0.6631
N2 -1.12809 1.85367 1.74330  -0.8208
O2 -0.61911 -0.13634 2.77469  -0.6203
H1 -1.47900 0.26718 -0.89312  0.3634
H2 0.04566 0.76358 -1.46214  0.3985
H3 1.09808 0.47273 0.48029  0.2163
H4 0.55590 -1.83111 1.26031  0.2109
H5 -1.06972 -1.68202 0.51920  0.1669
H6 0.09446 -1.48095 -1.45704  0.4635
H7 -1.58744 2.33361 2.49312  0.4059
H8 -1.02019 2.30675 0.85017  0.4163
H9 1.64640 -0.69354 -1.85571  0.4894
H10 2.40736 -0.25502 -3.17192  0.4845
O3 1.64688 -0.08036 -2.61669  -0.9856

Forces on atoms 1 to 6 (eV/Å):
1.0 0.4 0.9
-0.8 0.2 -0.3
0.7 -0.1 0.1
-0.2 0.5 -0.1
-0.1 -0.7 -0.2
0.4 0.0 -0.4

The relative energy (zero: lowest compared OMol25 entry of this formula, charge and spin) is 8.3 kcal per mole. The largest force on an atom comes out at 1.389 eV/A. For the highest occupied orbital energy, the calculation gives -9.46 eV. For the frontier orbital gap, the calculation gives 10.152 eV. For the molar mass, the calculation gives 122.12 Da.

***

Record 2
Here is a molecular structure, C3H10N2O5S3 in a non-equilibrium geometry from OMol25. Energies are from ωB97M-V/def2-TZVPD.

Each line ends with the natural charge from an NBO analysis.
Atoms and positions in Å:
C1 -0.76476 -2.41600 -1.43608  -0.8319
C2 -2.18113 1.75004 0.83592  -0.7818
C3 2.95334 -0.21730 0.82087  -0.8686
N1 -3.08876 -0.04847 -1.38008  -0.8491
N2 1.10194 -0.60935 -1.21826  -1.1983
O1 0.72702 -2.20088 0.72545  -0.9556
O2 -0.93509 1.37399 -1.47796  -0.8959
O3 -0.83424 -0.51235 0.43115  -0.9760
O4 2.90436 1.03266 -1.55373  -0.9135
O5 1.13102 1.54977 0.09607  -0.9786
S1 0.14706 -1.37505 -0.29086  2.2868
S2 -2.03783 0.67343 -0.67805  1.8169
S3 2.01066 0.53802 -0.49866  2.2575
H1 -0.22976 -3.29633 -1.37055  0.2563
H2 -1.80275 -2.60890 -0.91854  0.2614
H3 -0.86000 -1.75288 -2.21349  0.2549
H4 -2.85329 2.54231 0.64430  0.2555
H5 -2.26133 1.00128 1.67728  0.2833
H6 -1.22730 2.27490 0.67775  0.2591
H7 2.57013 0.15657 1.77208  0.2577
H8 2.78138 -1.24697 0.70555  0.2690
H9 4.01640 0.04626 0.64294  0.2644
H10 -0.08359 1.38185 -0.86334  0.5265

Forces on atoms 1 to 6 (eV/Å):
-2.6 1.2 4.5
1.9 -1.8 -1.0
0.6 1.6 -0.3
1.3 1.0 1.3
0.7 0.8 0.4
0.6 -0.5 0.3

The relative energy (zero: lowest compared OMol25 entry of this formula, charge and spin) is 0.0 kcal per mole. The largest force on an atom comes out at 5.332 eV/A. For the highest occupied orbital energy, the calculation gives -10.53 eV. For the frontier orbital gap, the calculation gives 10.279 eV. For the molar mass, the calculation gives 250.32 Da.

***

Record 3
Here is a molecular structure, C3H10N2OS in a non-equilibrium geometry from OMol25. Energies are from ωB97M-V/def2-TZVPD.

Each line ends with the natural charge from an NBO analysis.
Atoms and positions in Å:
C1 0.48766 2.54847 -1.68325  -0.0341
C2 2.07012 3.41419 -0.19485  -0.4266
C3 -2.04848 -3.02911 2.84152  -0.8542
N1 1.13836 0.20557 0.80987  -1.0596
N2 0.80345 2.69734 -0.53079  -0.4128
O1 -1.17403 0.79134 0.05869  -0.9446
S1 -0.07115 1.14950 0.91673  1.5291
H1 1.28113 2.65161 -2.46951  0.1497
H2 -2.38835 -4.09890 2.73372  0.2177
H3 -0.45363 1.94482 -1.84816  0.2125
H4 1.76992 4.25355 0.30188  0.2141
H5 2.64684 2.62483 0.36454  0.2288
H6 2.51092 3.51276 -1.10632  0.1800
H7 -2.68015 -2.47688 2.05476  0.2123
H8 -2.30068 -2.64314 3.74570  0.2024
H9 -0.95402 -2.71100 2.61931  0.2211
H10 1.02499 -0.46496 0.03019  0.3642

Forces on atoms 1 to 6 (eV/Å):
-0.9 -2.6 -4.2
-1.3 -5.2 0.8
0.6 0.0 -4.5
-0.7 0.5 0.1
1.2 2.1 4.2
-1.0 0.2 -0.5

The relative energy (zero: lowest compared OMol25 entry of this formula, charge and spin) is 91.7 kcal per mole. The largest force on an atom comes out at 5.443 eV/A. For the highest occupied orbital energy, the calculation gives -9.67 eV. For the frontier orbital gap, the calculation gives 10.125 eV. For the molar mass, the calculation gives 122.19 Da.

***

Record 4
Here is C3H10N2OS in the gas phase in a non-equilibrium geometry from OMol25. Energies are from ωB97M-V/def2-TZVPD.

Each line ends with the natural charge from an NBO analysis.
Atoms and positions in Å:
C1 -0.79897 -0.65884 0.89377  -0.6267
C2 -0.65067 1.65093 -0.20577  -0.6269
C3 0.13947 0.45829 0.44078  -0.4140
N1 0.37512 -0.93011 -1.77214  -1.1467
N2 2.04545 -1.44826 0.19422  -1.0715
O1 2.38238 0.96861 -0.95351  -0.9181
S1 1.28020 -0.33742 -0.68907  1.9872
H1 -0.39335 -1.60115 0.84862  0.1953
H2 -1.30878 -0.44139 1.89129  0.2232
H3 -1.63211 -0.71305 0.15025  0.2336
H4 0.23142 2.19014 -0.75016  0.2578
H5 -1.26786 2.30182 0.49485  0.2283
H6 -1.30348 1.22333 -0.94381  0.2204
H7 0.79269 0.84567 1.16124  0.2327
H8 0.74327 -1.12960 -2.67549  0.3991
H9 2.97057 -1.23585 0.52716  0.4259
H10 1.52628 -1.92382 0.87463  0.4004

Forces on atoms 1 to 6 (eV/Å):
-2.9 2.6 0.6
2.5 0.3 -0.4
-2.2 -0.5 -0.7
0.3 0.7 1.6
1.7 -0.1 -0.3
-3.6 -5.6 0.8

The relative energy (zero: lowest compared OMol25 entry of this formula, charge and spin) is 99.4 kcal per mole. The largest force on an atom comes out at 7.401 eV/A. For the highest occupied orbital energy, the calculation gives -9.55 eV. For the frontier orbital gap, the calculation gives 10.139 eV. For the molar mass, the calculation gives 122.19 Da.

***

Record 5
Here is 2 unconnected molecules or ions with the total composition C3H10N2OS in a non-equilibrium geometry from OMol25. Energies are from ωB97M-V/def2-TZVPD.

Each line ends with the natural charge from an NBO analysis.
Atoms and positions in Å:
C1 1.54180 0.39006 1.27687  -0.6749
C2 -0.04613 -1.10241 -1.90933  -0.4163
C3 0.82023 -0.49980 0.29541  0.1075
N1 -1.33211 1.50417 0.66764  -1.0945
N2 0.48237 -0.13882 -0.96189  -0.5955
O1 -2.50845 -0.81725 0.91546  -0.9827
S1 -1.35851 -0.03556 1.50723  0.9682
H1 1.20213 0.16917 2.27088  0.2424
H2 1.37882 1.34121 0.73407  0.2375
H3 2.67049 0.06411 1.22370  0.2207
H4 0.62047 -1.64305 -2.64454  0.2032
H5 -0.58589 -1.86235 -1.25978  0.2177
H6 -0.71193 -0.37858 -2.46247  0.2056
H7 0.84407 -1.53027 0.44605  0.1918
H8 -1.78241 1.47245 -0.25044  0.3864
H9 -1.37531 2.26007 1.25539  0.3850
H10 0.14037 0.80683 -1.10424  0.3980

Forces on atoms 1 to 6 (eV/Å):
2.1 -1.2 -3.0
-1.5 0.1 0.2
-2.1 1.2 1.0
0.7 -3.4 -1.3
1.8 0.2 0.3
0.7 0.4 0.3

The relative energy (zero: lowest compared OMol25 entry of this formula, charge and spin) is 92.8 kcal per mole. The largest force on an atom comes out at 3.868 eV/A. For the highest occupied orbital energy (spin up / spin down), the calculation gives -6.67 / -6.67 eV. For the frontier orbital gap (spin up / spin down), the calculation gives 7.504 / 7.506 eV. For the molar mass, the calculation gives 122.19 Da.

***

Record 6
Here is a molecular structure, C3H10N2S in a non-equilibrium geometry from OMol25. Energies are from ωB97M-V/def2-TZVPD.

Each line ends with the Mulliken spin population.
Atoms and positions in Å:
C1 -0.63246 -2.16660 0.27737  0.0183
C2 0.61377 -1.93523 1.26323  -0.0193
S1 1.51033 -0.40194 0.63136  0.0455
H1 -0.95355 -1.32598 -0.24601  -0.0018
H2 -0.24823 -2.94239 -0.48640  -0.0069
H3 -1.51297 -2.53902 0.82317  0.0008
H4 0.47625 -1.80333 2.38575  -0.0013
H5 1.19637 -2.90969 1.20893  0.0047
N1 -0.69415 2.35809 0.18145  0.0675
C3 -0.25096 2.27157 -1.10260  0.6440
N2 0.48868 1.26591 -1.37259  0.2071
H6 -0.21790 1.91427 0.90637  0.0049
H7 -0.93385 3.34120 0.32586  0.0145
H8 -0.70300 2.95135 -1.79054  0.0355
H9 0.96590 1.57716 -2.29589  0.0116
H10 0.89578 0.34464 -0.70946  -0.0249

Forces on atoms 1 to 6 (eV/Å):
1.7 -2.7 1.4
0.0 -0.1 -0.6
0.7 -1.7 1.7
-0.1 1.7 -0.7
-0.9 1.1 1.1
0.2 -0.3 -0.2

The relative energy (zero: lowest compared OMol25 entry of this formula, charge and spin) is 36.6 kcal per mole. The largest force on an atom comes out at 7.602 eV/A. Its multiplicity is 2. For the highest occupied orbital energy (spin up / spin down), the calculation gives 0.39 / -3.20 eV. For the frontier orbital gap (spin up / spin down), the calculation gives 3.812 / 7.372 eV. For the molar mass, the calculation gives 106.19 Da. Its net charge is -1.

***

Record 7
Here is 2 unconnected molecules or ions with the total composition C3H10N2S in a non-equilibrium geometry from OMol25. Energies are from ωB97M-V/def2-TZVPD.

Each line ends with the Mulliken spin population.
Atoms and positions in Å:
C1 1.16160 -2.60118 1.34505  1.8103
C2 0.36253 -1.61505 2.15366  1.2688
S1 1.36598 -0.66351 3.43450  -0.0598
H1 1.34534 -3.40052 2.05506  -0.3288
H2 1.96370 -2.22176 0.69338  -0.4411
H3 0.56559 -3.21298 0.62866  -0.6135
H4 -0.32730 -2.20832 2.65356  -0.3538
H5 0.08812 -0.77382 1.54106  -0.6060
N1 -2.15090 1.03670 -3.81121  0.1018
C3 -1.09124 2.03918 -3.77550  0.8495
N2 -1.19470 3.23204 -3.37082  -0.1562
H6 -3.07305 1.22626 -3.89904  0.0034
H7 -1.98966 0.08770 -3.43904  -0.2939
H8 -0.19935 1.57326 -4.38849  -0.1134
H9 -0.41214 3.93373 -3.49123  -0.0425
H10 1.00492 -1.20613 4.62905  -0.0249

Forces on atoms 1 to 6 (eV/Å):
-0.3 -1.3 -0.8
2.4 1.2 -0.5
0.1 -0.2 0.0
1.4 -0.2 0.1
0.2 -0.1 0.9
-0.4 0.9 0.2

The relative energy (zero: lowest compared OMol25 entry of this formula, charge and spin) is 41.3 kcal per mole. The largest force on an atom comes out at 4.416 eV/A. Its multiplicity is 2. For the highest occupied orbital energy (spin up / spin down), the calculation gives 1.22 / -5.77 eV. For the frontier orbital gap (spin up / spin down), the calculation gives 2.006 / 8.937 eV. For the molar mass, the calculation gives 106.19 Da. Its net charge is -1.

***

Record 8
Here is 2 unconnected molecules or ions with the total composition C3H10N2S in a non-equilibrium geometry from OMol25. Energies are from ωB97M-V/def2-TZVPD.

Each line ends with the natural charge from an NBO analysis.
Atoms and positions in Å:
C1 1.57602 0.25858 -0.94365  -0.6275
C2 1.53381 -1.09576 -0.18318  -0.4846
S1 2.09036 -1.19630 1.61913  -0.0853
H1 2.36587 0.86068 -0.56135  0.2205
H2 0.60034 0.79833 -0.99485  0.2182
H3 1.81759 0.02652 -2.00049  0.2079
H4 2.21116 -1.77283 -0.64715  0.2120
H5 0.49663 -1.56434 -0.32265  0.2011
N1 -1.99691 -0.18834 -0.55108  -0.8347
C3 -1.93525 0.67479 0.57081  0.2656
N2 -1.88103 1.98812 0.54381  -0.7267
H6 -1.79868 0.22712 -1.46248  0.4002
H7 -1.91920 -1.18385 -0.44593  0.3977
H8 -1.96313 0.20647 1.55183  0.1527
H9 -2.25394 2.40586 1.56995  0.3497
H10 1.05638 -0.44506 2.25729  0.1332

Forces on atoms 1 to 6 (eV/Å):
-0.9 -1.0 -0.6
-2.0 0.3 0.4
-1.8 1.2 -0.4
0.4 0.7 0.3
0.8 -0.3 0.6
0.0 0.1 0.5

The relative energy (zero: lowest compared OMol25 entry of this formula, charge and spin) is 29.9 kcal per mole. The largest force on an atom comes out at 4.234 eV/A. For the highest occupied orbital energy, the calculation gives -9.16 eV. For the frontier orbital gap, the calculation gives 9.847 eV. For the molar mass, the calculation gives 106.19 Da.

***

Record 9
Here is C3H10N2S in the gas phase from OMol25. Energies are from ωB97M-V/def2-TZVPD.

Each line ends with the natural charge from an NBO analysis.
Atoms and positions in Å:
N1 -1.19071 -0.06400 -0.91807  -0.8397
C1 -0.40701 -0.06509 0.32066  -0.0743
C2 1.11325 0.03200 0.17437  -0.5223
S1 1.88307 -1.17465 -0.96138  -0.0482
C3 -0.88136 1.09778 1.19548  -0.2124
N2 -2.29607 0.92096 1.47721  -0.8428
H1 -1.17507 -0.98701 -1.33293  0.3649
H2 -0.79485 0.57763 -1.59867  0.3515
H3 -0.66642 -0.97206 0.85725  0.2040
H4 1.44302 1.01762 -0.14260  0.2073
H5 1.54436 -0.18996 1.14102  0.2273
H6 0.97791 -1.06180 -1.94117  0.1087
H7 -0.63342 2.04229 0.68894  0.1572
H8 -0.34354 1.03799 2.14461  0.1898
H9 -2.65539 1.62388 2.11143  0.3569
H10 -2.84036 0.94423 0.62597  0.3721

Forces on atoms 1 to 6 (eV/Å):
0.3 -0.1 0.0
-0.1 0.5 -0.1
0.0 -0.4 -0.5
-0.2 -0.1 0.2
-0.2 -0.4 0.0
-0.1 0.1 0.3

The relative energy (zero: lowest compared OMol25 entry of this formula, charge and spin) is 0.7 kcal per mole. The largest force on an atom comes out at 0.633 eV/A. For the highest occupied orbital energy, the calculation gives -9.00 eV. For the frontier orbital gap, the calculation gives 9.896 eV. For the molar mass, the calculation gives 106.19 Da.

***

Record 10
Here is 2 unconnected molecules or ions with the total composition C3H10N2S in a non-equilibrium geometry from OMol25. Energies are from ωB97M-V/def2-TZVPD.

Each line ends with the natural charge from an NBO analysis.
Atoms and positions in Å:
C1 0.15817 0.44051 -2.31667  -0.6963
S1 1.17237 -0.41710 -0.97461  0.1396
C2 0.60201 -2.10694 -1.41587  -0.7488
H1 0.44398 0.15640 -3.32835  0.2199
H2 -0.89420 0.32338 -2.07085  0.2200
H3 0.41669 1.48221 -2.15252  0.2216
H4 0.40912 -2.57450 -0.44563  0.2225
H5 1.21119 -2.88087 -1.89377  0.2269
H6 -0.41283 -2.01492 -1.78221  0.2237
N1 0.49386 0.78720 1.98628  -0.8876
C3 -0.62872 1.39678 2.46602  0.2945
N2 -1.83500 1.27442 2.06549  -0.6933
H7 1.02068 0.17050 2.57935  0.3885
H8 0.77294 0.60196 1.02502  0.4013
H9 -0.46630 1.89864 3.41924  0.1257
H10 -2.46397 1.46233 2.83909  0.3418

Forces on atoms 1 to 6 (eV/Å):
1.0 0.3 1.5
-0.6 -0.6 -2.5
-0.5 -0.5 2.1
-0.1 -0.2 0.2
0.0 -0.2 -0.2
-0.1 0.2 -0.2

The relative energy (zero: lowest compared OMol25 entry of this formula, charge and spin) is 34.5 kcal per mole. The largest force on an atom comes out at 2.668 eV/A. For the highest occupied orbital energy, the calculation gives -8.76 eV. For the frontier orbital gap, the calculation gives 9.598 eV. For the molar mass, the calculation gives 106.19 Da.

***

- Among the records above, which one has the lowest relative energy (zero: lowest compared OMol25 entry of this formula, charge and spin)?
  C3H10N2O5S3

***

- The lowest relative energy (zero: lowest compared OMol25 entry of this formula, charge and spin) belongs to which entry?
  C3H10N2O5S3